#w
{
  "formula": "C10H11NO",
  "method": "ωB97M-V with the def2-TZVPD basis set",
  "symbols": ["C", "C", "C", "C", "C", "C", "C", "C", "C", "C", "N", "O", "H", "H", "H", "H", "H", "H", "H", "H", "H", "H", "H"],
  "coordinates": [[1.693, -1.047, -0.321], [0.700, 2.578, -0.979], [-0.117, 2.293, -1.972], [-0.397, -0.041, 0.276], [-0.863, -0.998, 1.161], [1.577, 1.301, -0.916], [1.202, 0.617, -2.282], [0.901, 0.112, -0.327], [-2.222, -0.735, 1.765], [-0.226, -2.249, 1.625], [2.483, -1.876, -0.283], [0.060, 1.207, -2.729], [0.777, 3.414, -0.255], [-0.832, 3.054, -2.341], [-1.068, 0.703, -0.150], [2.621, 1.524, -0.720], [1.656, -0.292, -2.679], [-2.719, -1.744, 2.024], [-2.374, -0.141, 2.680], [-2.792, -0.217, 0.970], [-0.904, -2.803, 2.233], [0.310, -2.841, 0.878], [0.533, -1.822, 2.340]],
  "spin_multiplicity": 1,
  "orbital_gap_ev": 7.5135,
  "total_charge": 0
}

---

#x
{
  "formula": "C10H11NO",
  "method": "ωB97M-V with the def2-TZVPD basis set",
  "symbols": ["C", "C", "C", "C", "C", "C", "C", "C", "C", "C", "N", "O", "H", "H", "H", "H", "H", "H", "H", "H", "H", "H", "H"],
  "coordinates": [[2.114, 0.827, 1.214], [2.920, 0.847, 0.106], [0.878, 0.252, 1.304], [2.482, 0.299, -1.067], [0.404, -0.276, 0.069], [1.261, -0.312, -1.097], [-0.846, -0.994, 0.076], [-2.437, 0.753, -0.179], [-0.617, -2.467, 0.223], [-1.848, 1.823, -0.717], [-2.060, -0.575, 0.018], [-3.847, 0.847, 0.002], [2.412, 1.331, 2.140], [3.954, 1.350, 0.127], [0.449, 0.334, 2.240], [3.175, 0.308, -1.984], [-0.963, -2.681, 1.271], [0.385, -2.835, 0.260], [-1.288, -2.947, -0.452], [0.824, -0.770, -1.999], [-2.255, 2.888, -0.682], [-0.832, 1.916, -1.184], [-4.262, 0.081, 0.311]],
  "spin_multiplicity": 1,
  "orbital_gap_ev": 8.9992,
  "total_charge": 0,
  "smiles": "C=C(O)/N=C(/C)c1ccccc1"
}

---

Most stable to least stable, the ends of the list are #x and #w.

---

#w
{
  "formula": "C10H18N3O",
  "method": "ωB97M-V with the def2-TZVPD basis set",
  "symbols": ["C", "C", "C", "N", "N", "N", "H", "H", "H", "H", "H", "H", "H", "H", "H", "H", "C", "C", "C", "C", "C", "C", "C", "O", "H", "H", "H", "H", "H", "H", "H", "H"],
  "coordinates": [[-0.555, -2.802, -0.987], [0.365, -3.123, 0.194], [-0.230, -1.323, -2.993], [0.039, -1.563, -1.687], [-1.372, -1.883, -3.429], [0.480, -0.481, -3.727], [-0.629, -3.630, -1.692], [-1.526, -2.499, -0.609], [-0.283, -3.417, 1.036], [0.804, -2.328, 0.759], [0.999, -1.441, -1.383], [-2.188, -1.869, -2.828], [-1.599, -1.734, -4.405], [1.474, -0.345, -3.641], [0.015, 0.063, -4.439], [0.976, -3.970, -0.111], [-1.016, -0.585, 3.078], [1.181, 2.371, 2.397], [0.866, 2.569, 1.069], [0.431, 1.424, 3.112], [-0.659, 0.753, 2.535], [-0.161, 1.914, 0.409], [-0.958, 1.080, 1.221], [1.537, 3.413, 0.211], [1.946, 2.890, 2.944], [0.975, 1.112, 4.007], [-0.467, 2.074, -0.612], [2.140, 3.991, 0.688], [-1.552, -1.337, 2.493], [-1.545, -0.671, 4.066], [-1.681, 0.404, 0.739], [-0.056, -1.041, 3.257]],
  "spin_multiplicity": 1,
  "orbital_gap_ev": 7.6562,
  "total_charge": 1
}

---

#x
{
  "formula": "C10H18N3O",
  "method": "ωB97M-V with the def2-TZVPD basis set",
  "symbols": ["C", "C", "C", "C", "C", "C", "C", "C", "C", "C", "N", "N", "N", "O", "H", "H", "H", "H", "H", "H", "H", "H", "H", "H", "H", "H", "H", "H", "H", "H", "H", "H"],
  "coordinates": [[-2.742, 1.267, 0.109], [-3.249, -1.087, -0.220], [-1.519, 0.998, 0.616], [-2.043, -1.385, 0.326], [-3.626, 0.273, -0.358], [-1.130, -0.334, 0.737], [2.341, -1.926, -0.554], [2.903, 0.359, 1.344], [2.504, 1.630, -0.853], [1.512, -0.714, -0.341], [-4.699, 0.662, -1.018], [0.104, -0.594, 1.379], [2.072, 0.627, 0.211], [0.642, -0.474, -1.326], [-3.039, 2.291, 0.028], [-3.846, -1.904, -0.459], [-1.037, 1.685, 1.176], [-1.574, -2.401, 0.428], [2.056, -2.824, -1.149], [2.446, -2.345, 0.447], [3.367, -1.681, -1.044], [3.263, 1.328, 1.928], [2.404, -0.366, 2.081], [3.919, -0.057, 1.057], [3.154, 2.465, -0.406], [3.151, 1.100, -1.688], [1.558, 1.986, -1.185], [-4.998, 1.604, -1.170], [-5.045, -0.028, -1.570], [0.031, -1.450, 1.964], [1.126, 1.004, 0.628], [-0.008, 0.291, -1.117]],
  "spin_multiplicity": 1,
  "orbital_gap_ev": [7.0524, 7.0585],
  "total_charge": 1
}

---

Most stable to least stable, the ends of the list are #w and #x.

---

#w
{
  "formula": "C2H12NO2",
  "method": "ωB97M-V with the def2-TZVPD basis set",
  "symbols": ["C", "N", "C", "H", "H", "H", "H", "H", "H", "H", "H", "H", "H", "O", "H", "H", "O"],
  "coordinates": [[-1.022, 0.008, 2.109], [-0.076, -1.226, 1.669], [0.361, -1.044, 0.216], [-1.651, 0.157, 1.265], [-0.611, 0.976, 2.474], [-1.542, -0.411, 3.024], [0.704, -1.213, 2.235], [-0.585, -2.068, 1.862], [0.697, -0.023, 0.058], [1.176, -1.621, 0.138], [-0.574, -1.220, -0.469], [3.432, 4.252, -2.820], [4.114, 2.927, -2.628], [3.287, 3.292, -2.970], [-2.943, -2.097, -0.211], [-3.383, -0.946, -1.229], [-2.579, -1.282, -0.696]],
  "spin_multiplicity": 2,
  "orbital_gap_ev": [3.8595, 12.2560],
  "total_charge": 0
}

---

#x
{
  "formula": "C2H12NO2",
  "method": "ωB97M-V with the def2-TZVPD basis set",
  "symbols": ["C", "N", "C", "H", "H", "H", "H", "H", "H", "H", "H", "H", "H", "O", "H", "H", "O"],
  "coordinates": [[0.307, 1.843, -0.348], [-0.312, 0.492, -0.448], [-1.546, 0.378, 0.426], [1.276, 1.804, -0.839], [-0.507, 2.522, -0.605], [0.615, 1.906, 0.701], [0.228, -0.364, -0.248], [-0.688, 0.288, -1.381], [-1.241, 0.768, 1.400], [-1.695, -0.681, 0.608], [-2.280, 1.032, 0.046], [1.098, -1.519, 2.285], [1.939, -0.540, 1.478], [1.203, -1.184, 1.374], [1.149, -2.237, -1.927], [0.249, -2.382, -0.791], [0.204, -2.125, -1.733]],
  "spin_multiplicity": 2,
  "orbital_gap_ev": [3.8004, 11.8026],
  "total_charge": 0
}

---

Most stable to least stable, the ends of the list are #x and #w.

---

#w
{
  "formula": "C3H8NO2",
  "method": "ωB97M-V with the def2-TZVPD basis set",
  "symbols": ["C", "C", "O", "H", "H", "H", "H", "N", "C", "O", "H", "H", "H", "H"],
  "coordinates": [[0.738, -1.587, 1.555], [-0.040, -0.595, 2.019], [0.210, 0.705, 1.892], [0.304, -2.569, 1.736], [1.703, -1.501, 1.086], [-0.927, -0.824, 2.614], [-0.045, 1.155, 0.861], [-0.817, 0.190, -2.241], [0.186, 0.849, -1.337], [-0.417, 1.534, -0.327], [-1.715, 0.410, -1.814], [-0.829, 0.692, -3.121], [0.831, 0.053, -0.936], [0.818, 1.488, -1.986]],
  "spin_multiplicity": 1,
  "orbital_gap_ev": 8.1949,
  "total_charge": -1
}

---

#x
{
  "formula": "C3H8NO2",
  "method": "ωB97M-V with the def2-TZVPD basis set",
  "symbols": ["C", "O", "C", "C", "O", "N", "H", "H", "H", "H", "H", "H", "H", "H"],
  "coordinates": [[1.406, 0.372, 0.609], [2.254, -0.426, -0.034], [-0.102, -0.065, 0.490], [-0.439, -0.202, -0.956], [-1.768, -0.800, -1.219], [-0.946, 0.899, 1.246], [1.555, 0.440, 1.717], [1.418, 1.445, 0.241], [-0.166, -1.004, 1.020], [0.258, -0.862, -1.461], [-0.430, 0.787, -1.433], [-2.380, -0.104, -0.952], [-1.918, 0.859, 0.949], [-0.627, 1.827, 0.966]],
  "spin_multiplicity": 1,
  "orbital_gap_ev": 6.2001,
  "total_charge": -1,
  "smiles": "N[C@H](C[O-])CO"
}

---

Most stable to least stable, the ends of the list are #w and #x.

---

#w
{
  "formula": "C3H5NP2",
  "method": "ωB97M-V with the def2-TZVPD basis set",
  "symbols": ["C", "C", "C", "N", "P", "P", "H", "H", "H", "H", "H"],
  "coordinates": [[0.557, 0.250, -0.863], [-0.428, -0.395, -0.252], [-1.836, -0.829, -0.403], [1.754, 0.876, -0.387], [0.736, -0.137, 2.522], [2.037, 0.665, 1.199], [0.624, 0.615, -1.908], [-2.359, -0.019, -0.089], [-1.900, -1.687, 0.280], [-2.074, -1.085, -1.560], [2.888, 1.746, 1.463]],
  "spin_multiplicity": 1,
  "orbital_gap_ev": [6.6329, 6.6281],
  "total_charge": 0
}

---

#x
{
  "formula": "C3H5NP2",
  "method": "ωB97M-V with the def2-TZVPD basis set",
  "symbols": ["C", "C", "C", "N", "P", "P", "H", "H", "H", "H", "H"],
  "coordinates": [[-0.050, 1.117, 0.004], [0.313, -0.208, 0.019], [1.649, -0.875, 0.125], [-1.337, 1.565, -0.069], [-1.580, -1.411, -0.093], [-2.470, 0.404, 0.161], [0.723, 1.884, -0.005], [2.650, -0.561, -0.479], [1.532, -1.854, -0.165], [2.104, -0.739, 1.138], [-3.535, 0.677, -0.636]],
  "spin_multiplicity": 1,
  "orbital_gap_ev": 7.2337,
  "total_charge": 0,
  "smiles": "CC1=P#[PH]N=C1"
}

---

Most stable to least stable, the ends of the list are #x and #w.

---

#w
{
  "formula": "C10H13N4",
  "method": "ωB97M-V with the def2-TZVPD basis set",
  "symbols": ["C", "C", "C", "C", "C", "C", "C", "C", "C", "C", "N", "N", "N", "N", "H", "H", "H", "H", "H", "H", "H", "H", "H", "H", "H", "H", "H"],
  "coordinates": [[-3.184, -0.851, 0.147], [-0.816, -0.987, -0.520], [-2.929, 0.426, 0.585], [-2.092, -1.571, -0.472], [-0.656, 0.278, -0.031], [2.749, 0.107, -1.175], [3.344, -0.326, 0.090], [1.509, 0.645, -1.217], [2.737, 0.014, 1.218], [0.825, 1.136, -0.026], [-1.675, 0.946, 0.581], [1.523, 0.779, 1.170], [-2.277, -2.831, -0.668], [0.366, 2.495, 0.022], [-4.037, -1.397, 0.063], [-0.094, -1.428, -1.091], [-3.696, 1.135, 0.740], [3.285, -0.245, -1.969], [4.230, -0.887, 0.083], [1.120, 0.946, -2.143], [3.103, -0.234, 2.289], [-1.584, 1.923, 0.779], [1.042, 0.754, 2.024], [-3.172, -3.301, -0.606], [-1.647, -3.400, -1.193], [0.681, 3.064, 0.823], [0.456, 3.137, -0.821]],
  "spin_multiplicity": 1,
  "orbital_gap_ev": 7.9621,
  "total_charge": 1,
  "smiles": "N[C@@]1(c2cc(=[NH2+])cc[nH]2)C=CC=CN1"
}

---

#x
{
  "formula": "C10H13N4",
  "method": "ωB97M-V with the def2-TZVPD basis set",
  "symbols": ["C", "C", "C", "C", "C", "C", "C", "C", "C", "C", "N", "N", "N", "N", "H", "H", "H", "H", "H", "H", "H", "H", "H", "H", "H", "H", "H"],
  "coordinates": [[-3.306, 1.053, -0.226], [-1.901, -0.934, 0.023], [-2.121, 1.720, -0.304], [-3.183, -0.399, -0.015], [-0.733, -0.119, 0.197], [1.810, -0.172, 0.966], [1.937, 1.353, 0.758], [0.511, -0.733, 0.359], [2.757, 1.578, -0.266], [2.859, -0.692, -0.025], [-0.914, 1.187, -0.013], [3.261, 0.372, -0.770], [-4.264, -1.277, -0.222], [3.255, -1.929, -0.364], [-4.212, 1.370, -0.473], [-1.680, -2.040, 0.016], [-1.954, 2.792, -0.589], [2.081, -0.371, 1.953], [1.554, 2.040, 1.373], [0.655, -1.732, 0.350], [2.878, 2.588, -0.551], [-0.317, 1.963, 0.129], [3.606, 0.137, -1.681], [-5.186, -1.050, 0.049], [-4.049, -2.165, 0.278], [2.920, -2.640, 0.255], [3.734, -1.903, -1.209]],
  "spin_multiplicity": 1,
  "orbital_gap_ev": 7.0901,
  "total_charge": 1,
  "smiles": "NC1=C/C(=C/[C@@H]2C=CNC2=[NH2+])NC=C1"
}

---

Most stable to least stable, the ends of the list are #w and #x.